Record 1
ORCA calculation (ωB97M-V/def2-TZVPD) on a molecular structure, C26H30BFKN3O5.

Structure (XYZ):
```
67
Properties=species:S:1:pos:R:3:forces:R:3
K 0.551 -2.613 2.799 0.6 -0.1 0.0
C -5.979 -2.316 -1.529 0.0 0.0 0.0
C -6.120 -2.020 -0.041 0.0 0.0 0.0
N -4.872 -1.579 0.565 0.0 0.0 0.0
C -4.077 -2.516 1.192 0.0 -0.1 0.1
C -2.868 -2.281 1.732 0.0 0.0 -0.1
C -2.025 -3.380 2.386 -0.1 0.1 0.0
O -1.939 -3.312 3.625 -0.1 0.0 0.1
O -1.417 -4.115 1.590 -0.1 -0.1 -0.1
C -2.291 -0.959 1.620 0.0 0.1 0.1
O -1.175 -0.629 2.012 -0.1 -0.2 0.0
C -3.150 0.039 0.946 0.0 0.2 -0.1
C -2.650 1.336 0.804 -0.1 -0.1 0.0
C -3.393 2.272 0.150 0.1 0.1 -0.1
F -2.901 3.523 -0.054 0.0 0.0 0.0
C -4.653 1.976 -0.372 0.0 0.0 0.0
C -5.153 0.698 -0.241 0.0 0.1 0.0
C -4.408 -0.296 0.419 0.0 -0.1 0.0
N -5.417 2.954 -1.095 0.0 -0.1 0.0
C -4.993 3.168 -2.471 0.1 0.1 0.0
C -6.216 3.686 -3.258 0.1 0.0 0.0
N -7.269 4.055 -2.256 -0.3 0.1 -0.1
C -6.721 4.992 -1.224 0.1 0.0 0.0
C -5.662 4.216 -0.411 0.0 0.0 0.0
H -6.930 -2.658 -1.940 0.0 0.0 0.0
H -5.236 -3.097 -1.688 0.0 0.0 0.0
H -5.659 -1.434 -2.085 0.0 0.0 0.0
H -6.429 -2.921 0.487 0.0 0.0 0.0
H -6.895 -1.275 0.149 0.0 0.0 0.0
H -4.508 -3.508 1.230 0.0 0.0 0.0
H -1.665 1.548 1.199 0.0 0.0 0.0
H -6.128 0.490 -0.660 0.0 0.0 0.0
H -4.654 2.223 -2.886 0.0 0.0 0.0
H -4.162 3.881 -2.548 0.0 0.0 0.0
H -6.643 2.935 -3.919 0.0 0.0 0.0
H -6.003 4.585 -3.832 0.0 0.0 0.0
H -7.558 3.199 -1.779 0.1 -0.1 0.1
H -8.085 4.451 -2.720 0.0 0.0 0.0
H -7.545 5.354 -0.614 0.0 0.0 0.0
H -6.295 5.830 -1.773 0.0 0.0 0.0
H -6.028 3.995 0.591 0.0 0.0 0.0
H -4.770 4.840 -0.312 0.0 0.0 0.0
C 10.191 -1.513 -0.446 0.0 0.0 0.0
C 9.229 -0.886 0.564 0.0 0.0 0.0
C 9.061 0.596 0.200 0.0 0.0 0.0
C 9.870 -0.992 1.955 0.0 0.0 0.0
C 7.860 -1.570 0.572 0.0 0.0 0.0
C 7.546 -2.626 -0.277 0.0 0.0 0.0
C 6.290 -3.244 -0.266 -0.1 0.0 0.0
C 5.351 -2.775 0.620 0.0 0.1 0.1
O 4.072 -3.179 0.840 0.1 -0.1 -0.2
B 3.506 -2.363 1.882 -0.3 0.0 0.1
O 4.564 -1.452 2.247 0.1 0.1 0.0
C 5.650 -1.720 1.477 0.0 -0.1 -0.1
C 6.883 -1.110 1.469 -0.1 0.0 0.1
H 11.151 -0.991 -0.405 0.0 0.0 0.0
H 9.810 -1.435 -1.466 0.0 0.0 0.0
H 10.373 -2.566 -0.226 0.0 0.0 0.0
H 10.031 1.100 0.195 0.0 0.0 0.0
H 8.414 1.110 0.912 0.0 0.0 0.0
H 8.613 0.697 -0.791 0.0 0.0 0.0
H 10.849 -0.506 1.961 0.0 0.0 0.0
H 10.001 -2.038 2.236 0.0 0.0 0.0
H 9.252 -0.517 2.717 0.0 0.0 0.0
H 8.285 -2.997 -0.974 0.0 0.0 0.0
H 6.066 -4.067 -0.934 0.0 0.0 0.0
H 7.076 -0.291 2.152 0.0 0.0 0.0
```
Positions in Å, forces in eV/Å.

- multiplicity = 1
- highest occupied orbital energy (eV) = -4.49
- LUMO (eV) = -1.970

Record 2
ORCA calculation (ωB97M-V/def2-TZVPD) on 5 unconnected molecules or ions with the total composition C27H70O12P3S at a distorted geometry.

Structure (XYZ):
```
113
Properties=species:S:1:pos:R:3:forces:R:3
C -3.493 -5.464 -0.444 -0.2 0.2 -0.7
C -3.758 -4.345 -1.413 0.0 0.4 0.7
P -4.323 -2.847 -0.503 -0.1 -0.1 1.1
C -2.949 -1.635 -0.766 -0.8 -1.1 -0.4
P -6.177 -2.108 -1.612 -0.2 0.7 -1.8
P -7.567 -2.644 0.202 -0.3 -0.6 -0.3
S -8.768 -4.184 -0.163 -0.1 -0.1 0.0
H -3.103 -6.330 -0.929 0.5 -0.8 -0.4
H -4.398 -5.733 0.027 -1.1 -0.4 0.7
H -2.829 -5.123 0.299 1.0 0.2 1.1
H -4.508 -4.654 -2.100 -0.8 -0.1 -0.9
H -2.859 -4.127 -1.940 0.8 0.3 -0.7
H -2.271 -1.687 0.041 0.7 0.1 1.1
H -2.409 -1.891 -1.643 0.5 -0.1 -1.1
H -3.328 -0.654 -0.855 -0.5 1.3 -0.1
H -6.479 -3.451 -2.103 0.2 -0.1 0.3
H -7.422 -1.639 -2.248 0.0 -0.1 0.2
H -5.981 -0.744 -1.067 0.2 -0.2 0.3
H -5.425 -1.791 -2.846 0.1 0.0 0.2
H -6.814 -2.916 1.346 0.0 0.3 0.5
H -8.332 -1.505 0.535 0.2 0.2 0.2
C -1.847 -3.859 8.474 0.1 0.0 0.0
O -1.025 -3.820 7.335 -0.2 0.0 -0.2
C -0.543 -5.089 6.934 0.2 0.1 0.1
C -0.533 -5.248 5.433 0.2 0.0 -0.2
O -1.803 -5.412 4.846 -0.1 -0.2 0.0
C -2.654 -4.281 4.733 -0.2 0.0 0.1
C -2.213 -3.255 3.724 0.2 0.5 0.0
O -1.131 -2.482 4.240 0.1 -0.3 0.2
C -0.179 -2.033 3.304 -0.3 0.0 -0.1
H -1.269 -4.082 9.379 -0.1 -0.1 0.0
H -2.301 -2.877 8.581 0.0 0.1 0.0
H -2.646 -4.600 8.363 0.0 0.0 0.0
H -1.151 -5.887 7.370 -0.1 0.0 0.0
H 0.488 -5.197 7.299 0.0 -0.2 0.0
H -0.009 -6.183 5.221 0.0 0.0 0.0
H 0.030 -4.442 4.957 -0.1 0.1 0.1
H -2.832 -3.821 5.707 0.1 0.1 0.0
H -3.605 -4.685 4.381 0.0 0.0 0.0
H -3.052 -2.577 3.522 0.0 -0.1 -0.2
H -1.948 -3.765 2.793 0.1 0.1 -0.1
H 0.218 -2.858 2.700 0.0 0.0 0.0
H 0.643 -1.590 3.863 0.0 0.0 0.0
H -0.603 -1.272 2.641 0.1 0.0 -0.1
C 0.098 0.240 -7.111 0.0 -0.2 -0.2
O -0.824 -0.805 -7.321 0.0 0.2 0.2
C -0.513 -1.991 -6.615 0.0 0.0 -0.3
C -1.740 -2.664 -6.054 -0.3 -0.3 0.0
O -2.346 -2.030 -4.947 0.2 0.0 0.1
C -3.046 -0.818 -5.170 0.0 0.1 0.2
C -4.266 -0.974 -6.036 -0.1 0.2 -0.2
O -3.886 -1.145 -7.397 -0.1 -0.1 0.0
C -4.747 -1.999 -8.106 0.0 0.1 0.0
H 1.058 0.031 -7.603 0.0 0.0 0.1
H -0.328 1.141 -7.546 0.0 0.0 -0.1
H 0.272 0.419 -6.045 0.0 0.0 0.0
H 0.176 -1.782 -5.801 0.2 0.1 0.2
H -0.026 -2.689 -7.312 0.0 -0.1 0.1
H -1.422 -3.637 -5.672 0.0 0.0 0.0
H -2.467 -2.851 -6.847 0.1 0.1 -0.1
H -2.379 -0.045 -5.561 0.0 0.0 -0.2
H -3.384 -0.493 -4.184 0.0 -0.1 0.0
H -4.884 -0.071 -5.957 -0.1 -0.1 0.1
H -4.849 -1.829 -5.682 0.0 0.0 0.0
H -4.887 -2.951 -7.579 -0.1 0.0 0.0
H -4.285 -2.202 -9.070 0.0 0.0 -0.1
H -5.727 -1.535 -8.272 0.0 -0.1 0.0
C -0.986 3.072 0.359 0.1 0.1 0.0
O 0.408 2.983 0.565 0.0 -0.2 -0.1
C 0.766 2.586 1.873 0.0 0.3 0.0
C 1.928 1.624 1.869 0.2 0.1 0.1
O 1.607 0.326 1.419 0.0 -0.2 0.3
C 1.358 0.117 0.044 -0.2 -0.1 0.0
C 2.580 0.256 -0.819 0.1 0.1 -0.3
O 2.929 1.616 -1.013 0.0 0.0 0.2
C 4.312 1.840 -1.107 -0.1 0.0 0.0
H -1.414 3.931 0.889 0.0 0.0 0.0
H -1.149 3.200 -0.708 0.0 0.1 0.0
H -1.495 2.157 0.678 0.0 0.0 0.0
H -0.080 2.114 2.380 -0.1 0.0 0.0
H 1.057 3.482 2.441 -0.1 -0.1 0.1
H 2.235 1.488 2.909 0.0 0.0 0.0
H 2.784 2.039 1.330 -0.1 0.1 -0.1
H 0.540 0.737 -0.322 0.1 0.2 0.0
H 1.028 -0.922 -0.021 0.0 0.0 0.0
H 2.362 -0.190 -1.791 0.0 -0.2 -0.2
H 3.409 -0.295 -0.358 0.0 0.0 0.0
H 4.842 1.382 -0.261 0.1 0.0 -0.1
H 4.465 2.917 -1.069 0.0 0.0 -0.1
H 4.722 1.456 -2.049 0.1 0.0 0.1
C 3.684 5.692 2.620 0.0 0.0 0.1
O 5.093 5.638 2.645 0.0 0.2 -0.2
C 5.627 4.565 1.891 -0.1 -0.1 0.3
C 6.874 4.965 1.145 0.2 -0.1 0.0
O 6.654 5.808 0.031 0.0 -0.1 -0.2
C 6.325 7.165 0.253 -0.2 0.0 -0.1
C 7.455 8.016 0.777 0.0 0.2 0.1
O 7.698 7.780 2.151 0.0 -0.3 0.0
C 9.052 7.900 2.510 0.0 0.1 0.0
H 3.242 4.875 3.201 0.0 0.0 -0.1
H 3.387 6.639 3.065 0.0 0.0 0.1
H 3.300 5.653 1.595 0.0 0.0 0.0
H 4.888 4.192 1.176 -0.1 0.0 -0.1
H 5.880 3.752 2.585 0.0 -0.1 -0.1
H 7.296 4.052 0.721 0.0 0.0 0.0
H 7.621 5.383 1.823 -0.1 0.1 0.1
H 5.439 7.265 0.882 0.1 0.0 0.2
H 6.070 7.549 -0.736 0.0 0.0 0.0
H 7.181 9.072 0.649 0.1 0.0 -0.1
H 8.356 7.814 0.186 0.0 0.0 0.0
H 9.692 7.292 1.859 0.0 0.0 0.0
H 9.152 7.537 3.530 0.0 0.0 0.1
H 9.387 8.944 2.471 0.1 0.0 0.0
```
Positions in Å, forces in eV/Å.

- total charge = -1
- multiplicity = 1
- highest occupied orbital energy (eV) = -3.43
- LUMO (eV) = 1.855

Record 3
ORCA calculation (ωB97M-V/def2-TZVPD) on a single C12H16ClNO2 molecule.

Structure (XYZ):
```
32
Properties=species:S:1:pos:R:3:forces:R:3
C -3.203 -2.524 0.358 -0.2 0.0 -0.2
C -4.216 -1.518 -0.175 0.1 0.1 0.2
C -3.819 -0.066 0.093 0.3 -0.2 -0.3
C -2.576 0.384 -0.666 -0.4 0.4 -0.2
O -1.408 -0.097 0.000 0.1 -0.1 0.3
C -0.242 0.471 -0.372 -0.1 -0.1 0.0
O -0.136 1.321 -1.217 0.0 0.1 -0.2
N 0.768 -0.075 0.366 -0.1 -0.4 0.4
C 2.145 0.159 0.188 0.4 0.2 -0.2
C 2.974 -0.949 0.036 0.0 0.1 0.0
C 4.335 -0.775 -0.130 -0.1 0.2 0.1
Cl 5.352 -2.162 -0.315 0.1 -0.2 0.0
C 4.885 0.495 -0.154 0.0 -0.1 0.0
C 4.053 1.585 0.021 -0.1 -0.1 0.0
C 2.683 1.449 0.211 -0.1 -0.1 0.0
C 1.835 2.652 0.465 -0.1 0.1 -0.2
H -2.242 -2.396 -0.130 0.1 -0.1 0.0
H -3.064 -2.389 1.429 0.1 0.0 0.1
H -3.550 -3.539 0.180 0.0 -0.1 0.0
H -5.184 -1.702 0.296 0.0 0.0 -0.1
H -4.340 -1.662 -1.251 -0.1 0.0 0.0
H -4.642 0.586 -0.205 0.0 0.1 0.0
H -3.641 0.075 1.160 -0.1 0.1 0.1
H -2.521 1.477 -0.710 0.0 -0.2 0.0
H -2.582 0.004 -1.694 0.0 0.1 0.1
H 0.517 -0.920 0.861 0.0 0.2 0.0
H 2.553 -1.942 0.044 0.0 -0.1 0.0
H 5.946 0.626 -0.293 0.1 0.0 0.0
H 4.483 2.575 0.027 0.0 0.1 0.0
H 2.453 3.511 0.710 0.0 0.0 0.1
H 1.143 2.462 1.285 -0.1 0.1 0.1
H 1.239 2.884 -0.417 0.0 0.1 0.1
```
Positions in Å, forces in eV/Å.

- multiplicity = 1
- SMILES string = CCCCOC(=O)Nc1cc(Cl)ccc1C
- highest occupied orbital energy (eV) = -8.78
- LUMO (eV) = 0.753

Record 4
ORCA calculation (ωB97M-V/def2-TZVPD) on a single CH3NOS2 molecule at a distorted geometry.

Structure (XYZ):
```
8
Properties=species:S:1:pos:R:3:forces:R:3
C -1.301 -0.354 0.445 1.0 0.8 3.1
N -0.481 -0.638 -0.458 -0.5 -1.8 -0.9
S 0.936 0.177 -0.522 -0.5 6.5 1.0
O 0.595 1.884 0.371 1.0 -5.1 -3.1
S 2.428 -0.704 0.225 -0.2 -0.3 -0.4
H -2.048 -1.090 0.755 -0.4 0.5 -0.8
H -1.011 0.474 1.181 -0.8 -0.7 -1.1
H 0.884 0.251 -1.997 0.5 0.2 2.2
```
Positions in Å, forces in eV/Å.

- multiplicity = 1
- SMILES string = C=N[S@@H](=O)=S
- highest occupied orbital energy (spin up / spin down) (eV) = -9.58 / -9.58
- LUMO (spin up / spin down) (eV) = -0.639 / -0.638

Record 5
ORCA calculation (ωB97M-V/def2-TZVPD) on a single C4H5ClO molecule at a distorted geometry.

Structure (XYZ):
```
11
Properties=species:S:1:pos:R:3:forces:R:3
C -0.502 -1.029 -1.697 0.6 0.9 1.0
C -0.127 0.021 -0.911 -1.2 -2.0 -1.5
Cl 0.592 1.455 -1.580 -0.1 -0.2 0.3
C -0.351 -0.118 0.561 1.8 1.1 1.0
C 0.553 0.744 1.491 -0.6 -1.1 -0.4
O -1.101 -0.933 1.021 -0.5 -0.3 -0.2
H -0.897 -1.933 -1.143 0.4 1.2 -1.1
H -0.353 -0.968 -2.795 -0.2 -0.4 1.0
H 1.622 0.626 1.163 -1.0 0.2 0.5
H 0.240 1.785 1.376 0.3 0.0 0.2
H 0.324 0.349 2.514 0.6 0.6 -0.8
```
Positions in Å, forces in eV/Å.

- multiplicity = 1
- SMILES string = C=C(Cl)C(C)=O
- highest occupied orbital energy (eV) = -9.94
- LUMO (eV) = 0.059

Record 6
ORCA calculation (ωB97M-V/def2-TZVPD) on a molecular structure, C2H3O2Sn at a distorted geometry.

Structure (XYZ):
```
8
Properties=species:S:1:pos:R:3:forces:R:3
H -0.032 -1.423 -1.021 -0.5 0.1 0.5
C -0.771 0.434 0.643 -1.1 -6.2 -3.3
O -0.866 1.591 0.249 -2.3 1.4 1.6
O 0.422 -0.103 0.622 1.3 0.0 0.0
C 0.581 -1.249 -0.139 1.2 0.5 0.0
H 1.627 -1.539 -0.175 -0.2 -0.4 0.5
H -1.460 -0.452 0.269 -0.4 2.1 1.7
Sn 0.500 2.740 -0.447 2.1 2.4 -1.1
```
Positions in Å, forces in eV/Å.

- total charge = +2
- multiplicity = 2
- highest occupied orbital energy (spin up / spin down) (eV) = -18.32 / -22.41
- LUMO (spin up / spin down) (eV) = -11.899 / -11.914

Record 7
ORCA calculation (ωB97M-V/def2-TZVPD) on a molecular structure, C12H11AsBeN2S4.

Structure (XYZ):
```
31
Properties=species:S:1:pos:R:3:forces:R:3
Be 0.156 0.468 1.570 -0.3 0.0 0.1
S -3.676 0.962 3.809 -0.4 0.1 -0.1
As -1.654 0.425 3.520 -0.5 0.0 0.5
S -1.368 -0.922 1.790 0.0 0.0 -0.1
S -0.459 2.103 2.721 0.1 0.1 -0.2
S -0.762 -0.383 5.259 0.3 -0.2 0.2
C -0.469 1.441 -1.105 -0.1 0.0 0.1
N 0.444 0.948 -0.106 0.7 -0.1 -0.1
C 1.711 0.838 -0.337 -0.4 0.1 -0.3
C 2.498 0.319 0.714 0.4 -0.3 0.4
C 3.863 0.091 0.936 -0.1 0.2 -0.2
C 3.955 -0.368 2.251 0.0 -0.1 0.1
C 2.646 -0.403 2.763 0.0 -0.1 0.1
N 1.777 -0.001 1.840 0.3 0.2 -0.4
C -1.188 0.323 -1.832 0.0 0.0 0.0
C -2.562 0.163 -1.704 0.0 0.0 0.1
C -3.220 -0.853 -2.383 0.0 0.0 0.0
C -2.512 -1.727 -3.193 0.0 0.0 0.0
C -1.135 -1.586 -3.309 0.0 -0.1 0.0
C -0.480 -0.571 -2.630 0.0 0.1 0.0
H 0.062 2.063 -1.838 0.0 0.0 0.0
H -1.204 2.062 -0.590 0.0 0.0 0.0
H 2.149 1.142 -1.292 0.0 0.0 0.0
H 4.670 0.262 0.237 0.0 0.0 0.0
H 4.853 -0.648 2.782 0.0 0.0 0.0
H 2.300 -0.691 3.746 0.0 0.0 0.0
H -3.110 0.810 -1.030 0.0 0.0 0.0
H -4.288 -0.980 -2.253 0.0 0.0 0.0
H -3.025 -2.524 -3.718 0.0 0.0 0.0
H -0.570 -2.281 -3.919 0.0 0.0 0.0
H 0.598 -0.484 -2.700 0.0 0.0 0.0
```
Positions in Å, forces in eV/Å.

- total charge = -2
- multiplicity = 1
- highest occupied orbital energy (eV) = -0.44
- LUMO (eV) = 4.691

Record 8
ORCA calculation (ωB97M-V/def2-TZVPD) on 2 unconnected molecules or ions with the total composition C9H14 at a distorted geometry.

Structure (XYZ):
```
23
Properties=species:S:1:pos:R:3:forces:R:3
C 0.741 -2.427 -0.075 -1.1 -0.5 0.5
C -0.032 -1.273 0.538 -0.2 -2.9 -1.5
C -1.435 -1.206 0.418 -1.2 3.1 1.6
C 0.691 -0.318 1.230 0.2 2.1 1.4
C -2.104 -0.109 1.004 2.6 -1.6 -0.4
C 0.062 0.750 1.826 1.5 0.8 0.3
C -1.323 0.879 1.713 -0.8 -0.6 -0.5
H 1.611 -2.601 0.549 0.3 -0.1 0.0
H 1.117 -2.056 -1.045 -0.2 -0.3 0.0
H -2.008 -1.931 -0.080 -0.4 -1.0 -0.6
H 1.746 -0.439 1.329 0.6 0.0 0.0
H -3.153 -0.039 0.990 -1.1 0.1 -0.1
H 0.649 1.552 2.359 -0.7 -1.1 -0.6
H -1.829 1.718 2.166 0.0 0.1 0.0
H 0.165 -3.421 -0.173 0.7 1.8 -0.1
C 1.286 1.134 -1.992 -0.7 1.5 1.0
C 1.175 2.143 -3.132 -0.2 0.7 0.6
H 0.377 0.563 -1.926 -0.6 -0.3 0.2
H 2.055 0.459 -2.240 1.3 -0.9 0.2
H 1.450 1.667 -0.992 0.0 -0.8 -1.3
H 0.980 1.612 -4.089 0.2 0.6 0.6
H 0.284 2.819 -2.873 1.6 -0.5 -0.8
H 2.189 2.659 -3.152 -1.6 -0.1 -0.4
```
Positions in Å, forces in eV/Å.

- total charge = +1
- multiplicity = 2
- highest occupied orbital energy (spin up / spin down) (eV) = -14.68 / -14.67
- LUMO (spin up / spin down) (eV) = -4.229 / -8.417

Record 9
ORCA calculation (ωB97M-V/def2-TZVPD) on a molecular structure, C4H8O3 at a distorted geometry.

Structure (XYZ):
```
15
Properties=species:S:1:pos:R:3:forces:R:3
C -2.098 -0.270 -0.514 1.9 0.2 -0.2
C -1.679 -0.688 0.835 0.6 0.3 -0.5
O 0.177 -0.508 1.096 -0.4 0.2 -1.4
C 0.872 -0.082 0.084 -0.1 0.0 -0.4
O 0.550 -0.085 -1.126 -0.7 -0.5 0.5
C 2.215 0.547 0.319 -0.2 -0.1 0.7
O 2.812 1.037 -0.854 -0.2 -0.1 0.2
H -2.589 0.716 -0.654 0.3 -0.8 0.4
H -0.874 -0.114 -0.918 -2.3 -0.3 -0.1
H -2.484 -1.058 -1.192 0.2 0.4 0.7
H -1.686 -1.771 1.042 0.0 0.8 0.1
H -1.816 0.000 1.683 -0.1 -0.6 -0.4
H 1.996 1.331 1.055 0.5 0.1 0.0
H 2.808 -0.238 0.802 0.3 0.3 0.0
H 2.169 0.940 -1.586 0.2 -0.1 0.6
```
Positions in Å, forces in eV/Å.

- multiplicity = 1
- highest occupied orbital energy (eV) = -9.46
- LUMO (eV) = 0.683

Record 10
ORCA calculation (ωB97M-V/def2-TZVPD) on a gas-phase ion, C4H10N2P (charge +1) at a distorted geometry.

Structure (XYZ):
```
17
Properties=species:S:1:pos:R:3:forces:R:3
P -2.662 -0.014 0.113 -0.5 -0.6 -0.5
C -0.927 -0.073 -0.453 -0.1 0.6 -1.3
C -0.111 -1.172 0.078 -1.3 -2.7 2.4
C 1.410 -1.082 -0.145 -1.3 -2.1 -1.9
N 1.821 0.284 0.158 0.5 0.3 0.1
C 0.988 1.297 0.123 0.1 1.9 0.6
N -0.261 1.212 -0.232 -0.6 0.8 0.2
H -2.846 1.033 -0.829 -0.4 0.3 0.6
H -2.270 0.695 1.234 -0.3 0.7 0.6
H -1.077 -0.242 -1.523 0.5 0.3 -0.2
H -0.684 -2.099 -0.272 1.7 0.8 -0.1
H -0.325 -1.342 1.189 0.5 0.8 -1.0
H 1.833 -1.872 0.486 0.5 0.8 0.1
H 1.588 -1.487 -1.226 0.2 1.5 1.6
H 2.724 0.538 0.535 0.2 -0.6 -0.2
H 1.278 2.360 0.452 0.2 -2.0 -0.5
H -0.816 2.057 -0.025 0.2 -0.8 -0.5
```
Positions in Å, forces in eV/Å.

- total charge = +1
- multiplicity = 1
- SMILES string = P[C@@H]1CCNC=[NH+]1
- highest occupied orbital energy (eV) = -13.86
- LUMO (eV) = -3.224

What are the E values for these records? In order: -2273.8567, -3395.5239, -1132.3304, -966.0651, -690.8153, -441.9150, -4416.8963, -350.9872, -382.8493, -609.0046 hartree.